Formula: C3H9NO
Source: the OMol25 dataset
Level of theory: the ωB97M-V functional and the def2-TZVPD basis

Computed properties:
HOMO level (spin up / spin down)	-15.7 / -15.7	eV
F_max	2.15	eV/Å
net charge	+1
multiplicity	2
HOMO-LUMO gap (spin up / spin down)	12.4 / 7.3	eV

CARTESIAN COORDINATES (ANGSTROEM)
C  -0.99674  -0.44019  0.50139
C  -0.02251  0.76579  0.03162
C  0.54557  0.66760  -1.36288
O  0.93571  0.88873  1.01914
N  -0.59927  -1.71451  0.05558
H  -1.21453  -0.34705  1.56504
H  -1.91171  -0.23435  -0.08424
H  -0.65946  1.61771  0.21152
H  0.80265  1.64628  -1.75897
H  1.44922  0.06297  -1.37166
H  -0.12253  0.17223  -2.08238
H  1.80562  0.49406  0.84497
H  -0.22952  -2.36093  0.74870
H  -0.01006  -1.73387  -0.77336

Results of the Löwdin charge analysis, in e, for atoms 1 through 5: atom 1 (C): -0.10, atom 2 (C): -0.36, atom 3 (C): -0.02, atom 4 (O): 0.05, atom 5 (N): 0.23

Formula: C38H46BaBrFN7Si
Source: the OMol25 dataset
Level of theory: the ωB97M-V functional and the def2-TZVPD basis

Computed properties:
HOMO level	-10.1	eV
F_max	7.60	eV/Å
net charge	+1
HOMO-LUMO gap	7.0	eV

CARTESIAN COORDINATES (ANGSTROEM)
Ba  -1.10215  -0.18072  1.42409
N  -2.53369  1.10319  -3.75982
C  -2.36235  1.77872  -2.61012
N  -2.83759  1.41663  -1.46826
C  -3.55045  0.24626  -1.39045
N  -3.89295  -0.26753  -0.24058
N  -3.28109  0.29349  0.81811
C  -3.66898  -0.06974  1.98509
C  -3.00168  0.41621  3.20829
C  -3.59057  0.15675  4.43810
C  -2.95015  0.58827  5.59843
C  -1.76759  1.30302  5.48819
C  -1.28291  1.56217  4.21149
N  -1.87007  1.13859  3.10561
C  -3.94602  -0.43726  -2.61311
C  -4.83467  -1.51708  -2.64261
C  -5.11505  -2.15364  -3.82862
C  -4.50831  -1.72457  -5.01422
C  -3.64854  -0.64936  -5.01115
C  -3.37077  -0.00419  -3.80661
H  -2.06717  1.39260  -4.60500
H  -1.78133  2.69296  -2.66070
H  -4.54734  -0.69867  2.12362
H  -4.53015  -0.37653  4.47712
H  -3.36195  0.35000  6.57054
H  -1.21887  1.62970  6.36022
H  -0.37238  2.13456  4.06617
H  -5.29873  -1.83178  -1.71865
H  -5.80630  -2.98462  -3.85238
H  -4.72936  -2.23062  -5.94435
H  -3.20251  -0.29650  -5.93319
C  2.47846  0.65563  4.52690
C  1.89552  0.44955  3.26527
N  0.81116  -0.27063  3.09244
C  0.22014  -0.84628  4.17010
C  0.71113  -0.68037  5.47093
C  1.87928  0.09400  5.62911
C  0.01379  -1.27266  6.58251
C  -1.12971  -1.97369  6.40319
C  -1.65912  -2.17837  5.08351
C  -2.88025  -2.85709  4.81958
C  -3.35699  -2.96437  3.52676
C  -2.55353  -2.45627  2.49172
N  -1.39209  -1.89546  2.72712
C  -0.98048  -1.65346  3.98037
H  3.37867  1.24773  4.61555
H  2.32119  0.88782  2.36981
H  2.28496  0.23394  6.62400
H  0.42084  -1.11967  7.57469
H  -1.66729  -2.39172  7.24523
H  -3.44057  -3.26362  5.65327
H  -4.31057  -3.42066  3.30086
H  -2.82430  -2.54148  1.43415
F  -0.95177  -1.34968  -0.26524
C  0.36317  -1.01015  -3.13580
C  1.87957  -0.98549  -2.86086
C  2.14475  -2.10377  -1.84192
C  2.63467  -1.30589  -4.16184
Si  2.47684  0.68949  -2.16707
Br  0.58036  1.18297  -0.27038
C  3.99301  0.69125  -0.99335
C  5.27876  0.31284  -1.74772
C  4.16716  2.09349  -0.38508
C  3.80724  -0.29532  0.17822
C  2.22331  2.25428  -3.25070
C  1.94733  3.52007  -2.41781
C  0.98575  2.05064  -4.13585
C  3.45247  2.51255  -4.13671
H  0.09504  -2.02274  -3.45197
H  0.08035  -0.33140  -3.93777
H  -0.20433  -0.77757  -2.23321
H  1.75995  -3.04345  -2.24749
H  1.62305  -1.90116  -0.90552
H  3.21008  -2.23996  -1.65970
H  2.30445  -2.27560  -4.54288
H  3.71542  -1.35655  -4.00175
H  2.44740  -0.55847  -4.93665
H  5.49667  1.01569  -2.55481
H  5.21290  -0.68823  -2.18050
H  6.12142  0.32541  -1.05105
H  4.44474  2.82490  -1.14409
H  4.97733  2.06219  0.34881
H  3.24544  2.41506  0.10172
H  4.03190  -1.31604  -0.11690
H  2.79389  -0.26551  0.57426
H  4.50891  -0.02662  0.97434
H  1.08305  3.37735  -1.77314
H  1.76180  4.34935  -3.10673
H  2.78699  3.79005  -1.78372
H  0.13598  1.81070  -3.50003
H  1.13534  1.25952  -4.87114
H  0.78340  2.97955  -4.67878
H  4.32246  2.78067  -3.53444
H  3.24104  3.34820  -4.80934
H  3.71413  1.64420  -4.74766

Results of the Löwdin charge analysis, in e, for atoms 1 through 5: atom 1 (Ba): 1.97, atom 2 (N): 0.13, atom 3 (C): -0.16, atom 4 (N): 0.15, atom 5 (C): -0.27

Formula: C30H75AlBaN6O13
Source: the OMol25 dataset
Level of theory: the ωB97M-V functional and the def2-TZVPD basis

Computed properties:
HOMO level (spin up / spin down)	-19.7 / -18.8	eV
F_max	4.86	eV/Å
net charge	+5
multiplicity	2
HOMO-LUMO gap (spin up / spin down)	4.7 / 3.8	eV

CARTESIAN COORDINATES (ANGSTROEM)
Ba  1.92907  -2.48936  -2.53865
Al  -1.80386  3.44033  -2.54238
N  0.00753  0.25899  -0.55821
O  -0.21787  0.24163  0.62174
O  0.94252  -0.37417  -1.07851
O  -0.66665  0.98628  -1.28712
C  4.95109  -2.46969  -0.19920
O  3.51883  -2.38320  -0.21031
C  2.95959  -2.98826  0.98020
C  1.41658  -3.04620  0.82926
N  1.11484  -4.01738  -0.23733
C  -0.25292  -4.40304  -0.31744
C  -1.17612  -3.15368  -0.69391
O  -0.77230  -2.71888  -1.98733
C  -1.82953  -2.10057  -2.80887
H  5.31798  -1.84759  0.61718
H  5.44281  -2.08886  -1.09434
H  5.33002  -3.46259  0.04304
H  3.17243  -2.34433  1.83351
H  3.45641  -3.92032  1.24950
H  0.99150  -2.04753  0.72893
H  0.96368  -3.40215  1.75461
H  1.76366  -4.78865  -0.17202
H  -0.54792  -4.76553  0.66728
H  -0.40943  -5.21159  -1.03148
H  -1.06520  -2.28411  -0.04611
H  -2.19126  -3.55049  -0.70538
H  -2.51898  -2.85376  -3.19028
H  -1.35280  -1.72215  -3.71310
H  -2.42523  -1.30662  -2.35846
C  -0.34421  3.62966  1.44768
O  -0.04223  3.78376  0.02974
C  1.37943  4.00070  -0.07844
C  1.82470  3.59222  -1.50421
N  1.11692  4.28645  -2.57049
C  1.75083  3.95129  -3.80063
C  0.97855  4.52290  -5.00634
O  -0.36873  3.94844  -5.10863
C  -0.82296  3.98418  -6.48547
H  0.05147  4.46387  2.02702
H  0.15011  2.73337  1.82238
H  -1.41198  3.61750  1.66639
H  1.98554  3.39888  0.59872
H  1.65609  5.04631  0.05668
H  1.87828  2.50462  -1.55267
H  2.86463  3.91875  -1.50990
H  1.27374  5.24885  -2.30724
H  1.94866  2.88307  -3.88938
H  2.77375  4.32770  -3.80651
H  1.65292  4.44622  -5.85924
H  0.75822  5.57385  -4.81907
H  -0.12118  3.41412  -7.09426
H  -0.89388  5.00433  -6.86277
H  -1.74159  3.40892  -6.60076
C  -3.33753  1.06972  0.31336
O  -3.56770  1.61407  -1.00161
C  -4.75371  1.02939  -1.53491
C  -5.12980  1.70215  -2.89670
N  -3.97186  1.71383  -3.81565
C  -4.42757  2.15174  -5.10047
C  -4.57406  3.65245  -5.30860
O  -3.30601  4.26699  -5.08412
C  -3.38391  5.62057  -5.48561
H  -4.19202  1.25798  0.96337
H  -2.45226  1.47252  0.80546
H  -3.16249  -0.00591  0.33527
H  -5.53140  1.35180  -0.84256
H  -4.74586  -0.06027  -1.56083
H  -5.42184  2.73997  -2.73627
H  -5.97837  1.16139  -3.31576
H  -3.84633  0.71826  -3.93048
H  -5.32024  1.67076  -5.50033
H  -3.70131  1.79084  -5.82876
H  -5.31965  4.12563  -4.66961
H  -5.03214  3.89084  -6.26852
H  -4.35387  6.02818  -5.20078
H  -3.34246  5.67948  -6.57323
H  -2.56441  6.21586  -5.08294
C  -2.05757  -1.94769  2.66744
O  -2.21165  -3.33352  2.67492
C  -1.36279  -3.93914  3.62310
C  -2.07654  -5.20611  4.02304
N  -1.30390  -6.03485  4.92970
C  -2.07540  -7.25510  5.27204
C  -1.20650  -8.41528  5.84328
O  -0.71773  -9.16164  4.72058
C  0.25738  -10.11210  5.15352
H  -2.51352  -1.44129  3.51819
H  -2.60882  -1.53839  1.82087
H  -1.03216  -1.59275  2.56419
H  -1.19422  -3.34550  4.52159
H  -0.45876  -4.30760  3.13826
H  -2.37095  -5.77484  3.14101
H  -3.01413  -4.93360  4.50756
H  -0.42636  -6.21468  4.46313
H  -2.65378  -7.67635  4.44977
H  -2.81076  -6.96416  6.02217
H  -1.76761  -9.05023  6.52892
H  -0.34901  -8.02532  6.39167
H  1.10874  -9.48876  5.42690
H  0.56452  -10.73934  4.31666
H  -0.15115  -10.67683  5.99154
C  5.65169  4.73450  -0.31004
O  4.78417  3.71279  0.09030
C  5.39164  2.44359  0.31257
C  4.35338  1.36640  0.79577
N  4.04013  1.66194  2.20396
C  2.71086  1.15291  2.59777
C  2.19644  1.55173  3.99149
O  2.10066  2.95497  4.09832
C  1.92731  3.38612  5.45870
H  5.01279  5.59909  -0.49001
H  6.12877  4.49686  -1.26084
H  6.36237  5.07894  0.44121
H  6.18417  2.52468  1.05649
H  5.79129  2.14325  -0.65603
H  4.77665  0.37106  0.66071
H  3.50376  1.41410  0.11462
H  4.01925  2.65950  2.36060
H  2.84524  0.07127  2.60684
H  1.96438  1.35140  1.82871
H  2.93213  1.18129  4.70538
H  1.21859  1.11040  4.18421
H  1.06408  2.83712  5.83490
H  1.69686  4.43853  5.62434
H  2.84695  3.19763  6.01262

Results of the Löwdin charge analysis, in e, for atoms 1 through 5: atom 1 (Ba): 2.00, atom 2 (Al): 1.34, atom 3 (N): -0.60, atom 4 (O): 0.03, atom 5 (O): -0.23

Formula: C6H10O
Source: the OMol25 dataset
Level of theory: the ωB97M-V functional and the def2-TZVPD basis

Computed properties:
HOMO level	-9.8	eV
F_max	0.52	eV/Å
net charge	0
HOMO-LUMO gap	10.9	eV

CARTESIAN COORDINATES (ANGSTROEM)
O  0.28774  -0.54181  3.00761
C  0.37557  0.58072  2.56882
C  -0.07226  1.00058  1.18924
C  -0.74913  -0.12242  0.40321
C  -0.52552  -0.03463  -1.09343
C  0.87459  -0.17477  -1.62326
C  -0.12877  -1.26981  -1.85115
H  0.83740  1.38400  3.18286
H  -0.70369  1.89393  1.28699
H  0.83062  1.34653  0.66317
H  -1.82419  -0.13190  0.62146
H  -0.35473  -1.07614  0.77195
H  -1.16933  0.66794  -1.62107
H  1.17425  0.43528  -2.47092
H  1.66951  -0.35201  -0.90125
H  -0.50846  -1.41847  -2.85795
H  -0.01359  -2.18701  -1.27629

Results of the Löwdin charge analysis, in e, for atoms 1 through 5: atom 1 (O): 0.04, atom 2 (C): -0.26, atom 3 (C): -0.16, atom 4 (C): -0.18, atom 5 (C): -0.31